No. 1
73
Properties=species:S:1:pos:R:3 method="wB97M-V/def2-TZVPD" lumo_energy_ev=0.46 de_lowest_kcal_mol=3.8 e_tot_ha=-2944.54263 charge=0
Mg -0.36 0.03 0.03
C 0.39 -6.75 2.48
C 0.07 -5.30 2.29
C -0.22 -4.46 3.36
C -0.46 -3.11 3.18
C -0.47 -2.49 1.90
N -0.68 -1.15 1.70
C -0.93 -0.37 2.82
C -2.10 -0.48 3.60
C -2.35 0.35 4.67
C -1.46 1.36 5.03
C -1.75 2.30 6.18
C -0.31 1.50 4.27
C -0.04 0.65 3.21
N 1.21 0.82 2.52
C 2.39 1.12 3.09
C 3.31 1.28 2.09
C 2.58 1.07 0.91
N 1.32 0.79 1.18
C -0.16 -3.36 0.83
C 0.11 -4.71 1.04
N -0.08 -2.89 -0.52
C -0.38 -3.63 -1.61
C 0.14 -2.98 -2.71
C 0.73 -1.83 -2.18
N 0.60 -1.77 -0.86
H -0.07 -7.14 3.39
H 1.47 -6.92 2.57
H 0.04 -7.36 1.65
H -0.24 -4.86 4.37
H -0.66 -2.50 4.05
H -2.81 -1.25 3.32
H -3.26 0.21 5.24
H -2.50 1.88 6.84
H -2.12 3.26 5.81
H -0.85 2.50 6.76
H 0.39 2.30 4.50
H 2.49 1.16 4.17
H 4.36 1.51 2.19
H 2.92 1.09 -0.12
H 0.39 -5.31 0.18
H -0.92 -4.55 -1.52
H 0.06 -3.27 -3.74
H 1.19 -1.01 -2.71
O -1.16 0.09 -3.67
Cl -1.37 0.72 -2.42
O -2.22 1.86 -2.53
O -1.91 -0.23 -1.44
O -0.07 1.11 -1.82
O -1.37 1.79 0.61
S -2.24 2.42 1.66
C -1.26 3.80 2.26
C 0.04 3.94 1.81
C 0.82 4.95 2.35
C 0.30 5.80 3.31
C -1.01 5.65 3.75
C -1.80 4.64 3.22
C -3.48 3.35 0.77
C -4.74 3.46 1.33
C -5.72 4.18 0.65
C -5.41 4.76 -0.57
C -4.14 4.63 -1.13
C -3.16 3.92 -0.45
H 0.42 3.25 1.07
H 1.84 5.07 2.01
H 0.92 6.59 3.73
H -1.42 6.32 4.49
H -2.83 4.51 3.55
H -4.97 2.97 2.27
H -6.71 4.27 1.06
H -6.18 5.31 -1.11
H -3.92 5.07 -2.09
H -2.18 3.78 -0.88



No. 2
92
Properties=species:S:1:pos:R:3 method="wB97M-V/def2-TZVPD" lumo_energy_ev=1.49 de_lowest_kcal_mol=91.2 e_tot_ha=-5448.43254 charge=-1
Tl 0.70 0.99 -0.34
I 2.50 3.03 1.05
C 3.56 2.90 -0.77
C 4.89 3.25 -0.74
C 5.62 3.45 -1.91
C 4.99 3.18 -3.11
C 3.63 2.81 -3.17
C 2.92 2.73 -4.39
C 1.69 2.18 -4.47
C 1.07 1.66 -3.28
C 1.66 1.91 -2.06
C 2.89 2.54 -1.95
H 5.38 3.53 0.18
H 6.66 3.85 -1.80
H 5.57 3.25 -4.05
H 3.50 3.18 -5.23
H 1.18 2.19 -5.41
H 0.13 1.19 -3.36
F 0.96 -5.54 4.38
C 1.13 -4.20 4.52
F 0.05 -3.59 4.02
F 1.10 -4.03 5.87
S 2.70 -3.77 3.69
O 2.49 -3.96 2.28
O 3.66 -4.52 4.38
N 2.83 -2.23 4.00
S 3.03 -0.91 3.17
O 3.56 -1.13 1.82
O 1.99 0.05 3.30
C 4.48 -0.07 4.08
F 4.27 -0.13 5.38
F 5.69 -0.65 3.87
F 4.47 1.20 3.67
F -0.93 1.85 5.23
C -2.04 2.52 4.83
F -1.61 3.76 4.69
F -2.91 2.55 5.83
S -2.88 1.65 3.34
O -2.14 0.49 3.05
O -4.22 1.51 3.86
N -2.87 2.80 2.20
S -1.49 3.31 1.55
O -0.30 3.33 2.39
O -1.36 2.85 0.20
C -2.03 5.11 1.31
F -2.99 5.27 0.44
F -0.93 5.73 0.84
F -2.34 5.69 2.45
N -0.05 -0.66 0.73
C -0.04 -1.73 0.02
C 0.84 -2.00 -1.16
C 2.22 -1.97 -0.98
C 3.07 -2.13 -2.10
C 2.49 -2.41 -3.34
C 1.10 -2.36 -3.55
C 0.27 -2.14 -2.41
C -0.74 -2.90 0.60
C -1.51 -2.78 1.72
C -2.24 -3.82 2.21
C -2.31 -5.02 1.54
C -1.49 -5.20 0.40
C -0.65 -4.19 -0.05
H 2.64 -1.70 0.01
H 4.19 -2.04 -2.01
H 3.18 -2.65 -4.12
H 0.64 -2.56 -4.54
H -0.75 -2.16 -2.55
H -1.51 -1.78 2.17
H -2.87 -3.62 3.06
H -2.94 -5.82 1.85
H -1.54 -6.22 -0.09
H -0.05 -4.38 -0.98
C -5.13 -0.14 -1.16
N -3.77 0.16 -0.95
C -3.18 0.06 0.39
C -2.87 0.33 -1.93
O -1.65 0.34 -1.66
N -3.42 0.39 -3.28
C -2.35 0.46 -4.37
C -4.23 1.53 -3.50
H -5.41 -0.87 -0.41
H -5.43 -0.45 -2.16
H -5.68 0.76 -0.81
H -2.82 -0.99 0.60
H -3.96 0.25 1.12
H -2.32 0.66 0.53
H -1.83 -0.47 -4.33
H -1.71 1.28 -4.21
H -2.82 0.59 -5.35
H -4.96 1.70 -2.74
H -4.71 1.43 -4.45
H -3.63 2.45 -3.61



The orbital gap results, record by record, are as follows: 0.2635, 0.3035 Ha.